Entry 1:
{
  "formula": "C33H36N2O6S",
  "method": "wB97M-V/def2-TZVPD",
  "species": ["C", "C", "C", "C", "C", "C", "N", "C", "C", "C", "C", "C", "C", "C", "C", "C", "C", "O", "N", "C", "C", "C", "C", "C", "C", "H", "H", "H", "H", "H", "H", "H", "H", "H", "H", "H", "H", "H", "H", "H", "H", "H", "H", "H", "H", "H", "H", "H", "C", "C", "O", "C", "C", "O", "C", "S", "C", "C", "C", "C", "C", "C", "O", "O", "O", "H", "H", "H", "H", "H", "H", "H", "H", "H", "H", "H", "H", "H"],
  "positions_angstrom": [[6.056, 0.460, -3.602], [4.864, -0.343, -3.174], [4.960, -1.165, -2.050], [3.882, -1.950, -1.632], [3.990, -2.815, -0.417], [2.702, -1.902, -2.375], [1.619, -2.777, -2.026], [0.695, -2.528, -1.061], [0.457, -1.218, -0.454], [0.229, -1.271, 0.987], [-0.449, -0.299, 1.643], [-0.843, -0.490, 3.032], [-1.281, 0.595, 3.821], [-1.551, 0.441, 5.176], [-1.400, -0.812, 5.787], [-1.048, -1.921, 5.008], [-0.793, -1.768, 3.642], [0.450, -0.174, -1.135], [-0.003, -3.654, -0.859], [-1.072, -3.855, 0.107], [0.501, -4.658, -1.683], [1.505, -4.123, -2.402], [2.554, -1.054, -3.472], [1.242, -0.948, -4.171], [3.651, -0.283, -3.868], [5.854, 0.978, -4.542], [6.328, 1.213, -2.850], [6.934, -0.181, -3.743], [5.890, -1.214, -1.480], [3.860, -3.882, -0.642], [4.992, -2.686, 0.004], [3.271, -2.535, 0.365], [0.710, -2.108, 1.508], [-0.512, 0.687, 1.197], [-1.383, 1.571, 3.337], [-1.883, 1.305, 5.753], [-1.567, -0.923, 6.859], [-0.975, -2.913, 5.459], [-0.557, -2.650, 3.038], [-1.744, -4.627, -0.286], [-0.669, -4.198, 1.073], [-1.636, -2.928, 0.262], [0.091, -5.655, -1.672], [2.150, -4.558, -3.145], [1.362, -0.320, -5.060], [0.862, -1.924, -4.494], [0.491, -0.483, -3.519], [3.557, 0.369, -4.738], [-5.044, 3.955, -2.733], [-4.635, 2.511, -2.619], [-3.664, 2.469, -1.530], [-3.149, 1.269, -1.175], [-2.328, 1.389, 0.106], [-2.660, 0.571, 1.085], [-3.913, -0.186, 1.180], [-1.943, 3.200, 0.446], [-0.577, 3.332, 1.608], [-0.742, 4.124, 2.746], [0.271, 4.139, 3.707], [1.425, 3.372, 3.521], [1.608, 2.654, 2.334], [0.639, 2.708, 1.334], [-1.465, 3.813, -0.773], [-3.104, 3.684, 1.171], [-3.399, 0.199, -1.727], [-5.688, 4.085, -3.604], [-5.609, 4.270, -1.848], [-4.174, 4.611, -2.838], [-5.490, 1.877, -2.355], [-4.156, 2.152, -3.537], [-3.647, -1.050, 1.795], [-4.625, 0.468, 1.692], [-4.244, -0.486, 0.183], [-1.661, 4.695, 2.874], [0.143, 4.748, 4.603], [2.194, 3.341, 4.296], [2.504, 2.051, 2.176], [0.792, 2.207, 0.377]],
  "lowdin_charge": [-0.048, -0.253, 0.004, -0.190, -0.024, -0.140, 0.070, -0.099, -0.296, -0.044, -0.004, -0.187, -0.001, -0.062, -0.084, -0.088, -0.035, 0.110, -0.019, 0.019, 0.004, 0.018, -0.188, -0.021, 0.020, 0.077, 0.090, 0.086, 0.124, 0.086, 0.084, 0.084, 0.109, 0.072, 0.108, 0.108, 0.101, 0.100, 0.087, 0.104, 0.102, 0.110, 0.134, 0.142, 0.086, 0.085, 0.087, 0.124, -0.078, -0.208, -0.077, -0.490, -0.330, -0.226, -0.001, 0.731, -0.291, -0.067, -0.084, -0.089, -0.079, -0.081, -0.322, -0.352, 0.021, 0.070, 0.082, 0.084, 0.122, 0.122, 0.083, 0.096, 0.074, 0.113, 0.103, 0.100, 0.105, 0.116],
  "gap_ha": 0.140,
  "charge": 0
}

---

Entry 2:
{
  "formula": "C33H36N6OPdS",
  "method": "wB97M-V/def2-TZVPD",
  "species": ["Pd", "O", "N", "C", "C", "C", "C", "C", "S", "H", "H", "H", "H", "C", "C", "C", "C", "C", "C", "C", "N", "C", "N", "C", "C", "C", "C", "C", "C", "C", "N", "C", "C", "C", "C", "C", "C", "C", "H", "H", "H", "H", "H", "H", "H", "H", "H", "H", "H", "H", "H", "H", "H", "H", "H", "H", "H", "H", "H", "H", "N", "C", "N", "C", "C", "C", "C", "C", "H", "H", "H", "H", "H", "H", "H", "H", "H", "H"],
  "positions_angstrom": [[0.352, 0.208, 0.232], [0.220, 0.227, 2.410], [1.296, -0.371, 2.866], [1.771, -0.040, 4.113], [2.820, -0.693, 4.666], [3.447, -1.768, 3.979], [2.921, -2.158, 2.757], [1.861, -1.483, 2.187], [1.155, -1.991, 0.699], [1.233, 0.762, 4.593], [3.172, -0.407, 5.643], [4.281, -2.287, 4.414], [3.334, -2.995, 2.217], [-5.659, -3.178, -0.881], [-5.601, -2.202, -2.018], [-6.598, -2.159, -2.977], [-6.560, -1.246, -4.021], [-5.509, -0.348, -4.111], [-4.501, -0.364, -3.169], [-4.529, -1.297, -2.127], [-3.536, -1.348, -1.148], [-2.287, -0.783, -1.182], [-1.681, -0.744, -2.400], [-0.441, -0.296, -2.787], [0.469, 0.350, -1.904], [1.698, 0.735, -2.427], [2.043, 0.490, -3.749], [1.128, -0.121, -4.605], [-0.110, -0.518, -4.156], [-1.095, -1.163, -5.087], [-1.699, -0.342, -0.096], [-2.229, -0.525, 1.177], [-2.439, -1.809, 1.694], [-2.873, -1.964, 2.996], [-3.129, -0.849, 3.779], [-2.948, 0.425, 3.259], [-2.492, 0.612, 1.965], [-2.260, 1.970, 1.373], [-6.482, -3.873, -1.023], [-5.822, -2.662, 0.067], [-4.734, -3.750, -0.802], [-7.420, -2.855, -2.911], [-7.357, -1.225, -4.747], [-5.485, 0.381, -4.907], [-3.722, 0.384, -3.209], [-3.853, -1.621, -0.224], [-2.217, -1.195, -3.133], [2.418, 1.240, -1.794], [3.019, 0.773, -4.112], [1.397, -0.277, -5.637], [-0.686, -1.187, -6.094], [-2.035, -0.608, -5.119], [-1.302, -2.192, -4.788], [-2.196, -2.672, 1.088], [-3.001, -2.956, 3.402], [-3.464, -0.970, 4.797], [-3.159, 1.288, 3.874], [-2.490, 2.752, 2.091], [-2.878, 2.110, 0.484], [-1.203, 2.069, 1.073], [2.083, 1.488, 0.727], [3.218, 1.743, 0.704], [4.446, 2.115, 0.615], [4.761, 3.531, 0.499], [5.477, 4.007, 1.759], [6.737, 3.174, 1.972], [6.363, 1.698, 2.080], [5.596, 1.255, 0.833], [3.839, 4.090, 0.330], [5.415, 3.657, -0.372], [4.813, 3.889, 2.617], [5.724, 5.064, 1.657], [7.249, 3.496, 2.877], [7.411, 3.318, 1.126], [5.739, 1.545, 2.964], [7.260, 1.086, 2.183], [5.269, 0.218, 0.923], [6.248, 1.345, -0.044]],
  "mulliken_spin": [1.328, 0.461, 0.465, 0.073, 0.034, 0.453, -0.161, 0.339, 0.630, 0.024, 0.004, 0.045, -0.012, 0.000, 0.002, -0.001, 0.004, -0.003, 0.003, 0.009, 0.015, -0.060, 0.202, 0.101, 0.587, -0.107, 0.175, 0.043, 0.090, 0.003, 0.164, -0.024, 0.051, -0.010, 0.012, -0.006, 0.025, 0.006, 0.000, 0.000, 0.000, 0.000, 0.000, 0.000, -0.005, -0.004, -0.029, 0.017, 0.001, 0.006, 0.000, 0.002, 0.003, 0.005, 0.000, 0.001, -0.001, 0.001, -0.001, -0.005, 0.011, 0.031, -0.003, 0.002, 0.001, 0.002, -0.004, 0.000, 0.000, -0.001, 0.000, 0.000, 0.000, 0.000, 0.007, -0.003, 0.002, 0.000],
  "gap_ha": [0.185, 0.158],
  "charge": 1,
  "multiplicity": 6
}

---

Entry 3:
{
  "formula": "C33H37AsCl4InN3O6Te",
  "method": "wB97M-V/def2-TZVPD",
  "species": ["In", "Cl", "C", "C", "Cl", "C", "Cl", "C", "O", "C", "O", "C", "Cl", "C", "O", "C", "C", "C", "C", "C", "C", "N", "C", "N", "C", "C", "C", "C", "C", "C", "O", "C", "N", "C", "C", "C", "C", "C", "C", "O", "C", "H", "H", "H", "H", "H", "H", "H", "H", "H", "H", "H", "H", "H", "H", "H", "H", "H", "H", "H", "H", "H", "H", "C", "Te", "C", "H", "H", "H", "H", "H", "H", "C", "As", "C", "C", "O", "H", "H", "H", "H", "H", "H", "H", "H", "H"],
  "positions_angstrom": [[0.211, -0.249, -0.231], [5.129, 1.047, 4.398], [3.659, 0.519, 3.655], [2.578, 0.148, 4.434], [2.669, 0.213, 6.159], [1.401, -0.281, 3.812], [0.042, -0.812, 4.751], [1.281, -0.310, 2.433], [0.160, -0.687, 1.834], [2.391, 0.076, 1.624], [2.259, 0.040, 0.320], [3.566, 0.461, 2.260], [4.927, 0.853, 1.263], [-1.624, 7.787, 0.479], [-1.306, 6.513, -0.050], [-0.417, 6.456, -1.089], [0.151, 7.556, -1.708], [1.069, 7.373, -2.740], [1.425, 6.097, -3.128], [0.864, 4.989, -2.500], [-0.076, 5.154, -1.495], [-0.699, 4.112, -0.789], [-0.508, 2.760, -0.976], [-0.603, 2.373, -2.265], [-0.293, 1.169, -2.954], [0.097, -0.028, -2.374], [0.339, -1.107, -3.230], [0.207, -1.003, -4.600], [-0.177, 0.206, -5.173], [-0.427, 1.288, -4.352], [-0.798, 2.534, -4.805], [-0.965, 2.713, -6.198], [-0.397, 1.942, 0.032], [-0.099, 2.490, 1.316], [-0.914, 2.170, 2.389], [-0.623, 2.607, 3.672], [0.513, 3.364, 3.887], [1.356, 3.689, 2.831], [1.065, 3.251, 1.544], [1.841, 3.510, 0.460], [3.060, 4.205, 0.661], [-2.105, 8.416, -0.274], [-0.730, 8.288, 0.857], [-2.315, 7.611, 1.299], [-0.107, 8.555, -1.393], [1.505, 8.236, -3.223], [2.156, 5.948, -3.910], [1.191, 3.999, -2.779], [-0.947, 4.363, 0.158], [-0.849, 3.123, -2.897], [0.634, -2.059, -2.803], [0.401, -1.854, -5.239], [-0.269, 0.291, -6.245], [-1.289, 3.742, -6.337], [-1.725, 2.034, -6.593], [-0.025, 2.553, -6.731], [-1.757, 1.514, 2.210], [-1.254, 2.317, 4.499], [0.767, 3.693, 4.886], [2.253, 4.257, 3.021], [3.561, 4.211, -0.303], [3.685, 3.696, 1.392], [2.873, 5.235, 0.979], [0.725, -4.663, -1.329], [1.080, -3.139, 0.122], [-0.508, -3.777, 1.380], [0.888, -5.635, -0.873], [1.432, -4.522, -2.143], [-0.290, -4.586, -1.709], [-1.439, -3.771, 0.817], [-0.556, -3.051, 2.187], [-0.291, -4.771, 1.760], [-4.776, -1.072, -1.042], [-3.504, -0.243, 0.128], [-3.712, 1.653, -0.092], [-3.982, -0.676, 1.934], [-1.987, -0.773, -0.239], [-5.793, -0.789, -0.775], [-4.654, -2.152, -0.969], [-4.553, -0.756, -2.060], [-4.770, 1.908, -0.049], [-3.297, 1.933, -1.060], [-3.169, 2.175, 0.694], [-5.009, -0.377, 2.141], [-3.295, -0.162, 2.605], [-3.869, -1.751, 2.068]],
  "lowdin_charge": [0.645, 0.642, -0.720, -0.723, 0.640, -0.608, 0.682, -0.409, -0.248, -0.422, -0.197, -0.611, 0.693, -0.071, -0.090, -0.215, -0.022, -0.090, -0.086, -0.018, -0.155, 0.158, -0.356, 0.158, -0.169, -0.135, -0.128, -0.084, -0.029, -0.216, -0.112, -0.073, 0.104, -0.208, -0.035, -0.089, -0.068, 0.000, -0.220, -0.076, -0.058, 0.095, 0.099, 0.094, 0.103, 0.102, 0.104, 0.119, 0.142, 0.129, 0.057, 0.102, 0.101, 0.094, 0.095, 0.097, 0.085, 0.101, 0.110, 0.108, 0.097, 0.079, 0.098, -0.442, 1.368, -0.404, -0.003, -0.006, 0.005, 0.003, -0.012, 0.004, -0.195, 1.001, -0.184, -0.179, -0.512, 0.041, 0.044, 0.045, 0.045, 0.041, 0.022, 0.044, 0.035, 0.048],
  "gap_ha": 0.241,
  "charge": 0
}